1.
Density functional theory data (ωB97M-V/def2-TZVPD) for a cluster of 2 separate species, CH5O2PS in total at a distorted geometry.

Structure (ORCA input):
```
! wB97M-V def2-TZVPD RIJCOSX def2/J DEFGRID3
* xyz 0 1
S 1.770 -1.435 0.937
P -2.445 0.049 0.224
O 1.099 1.076 0.260
O 0.762 -0.530 -1.311
C 0.931 -0.231 -0.015
H 1.295 -2.448 0.223
H -2.247 1.131 1.074
H 0.485 0.261 -1.796
H 1.182 1.234 1.208
H -2.832 0.893 -0.804
*
```

For the total energy, the calculation gives -930.9838 Eh. The calculation puts the molar mass at 112.09 g mol⁻¹. For the relative energy (zero: lowest compared OMol25 entry of this formula, charge and spin), the calculation gives 475.87 kJ/mol. As for the HOMO energy (alpha / beta): -8.34 / -6.40 eV.

=====

2.
Density functional theory data (ωB97M-V/def2-TZVPD) for a cluster of 2 separate species, CH5O2PS2 in total at a distorted geometry.

Structure (ORCA input):
```
! wB97M-V def2-TZVPD RIJCOSX def2/J DEFGRID3
* xyz 0 1
S 1.723 1.079 -0.606
S 3.114 1.871 -1.748
P -0.128 -1.507 1.175
O -1.246 -0.367 0.668
O 0.123 -0.769 2.558
C -1.691 -0.346 -0.693
H -1.345 -1.191 -1.192
H -2.764 -0.433 -0.702
H -1.199 0.624 -1.124
H 4.055 1.179 -1.089
H -0.641 -0.140 2.754
*
```

For the total energy, the calculation gives -1329.2489 Eh. The calculation puts the molar mass at 144.16 g mol⁻¹. For the relative energy (zero: lowest compared OMol25 entry of this formula, charge and spin), the calculation gives 320.74 kJ/mol. As for the HOMO energy (alpha / beta): -8.87 / -6.77 eV.

=====

3.
Density functional theory data (ωB97M-V/def2-TZVPD) for a cluster of 3 separate species, CH5O4 in total at a distorted geometry.

Structure (ORCA input):
```
! wB97M-V def2-TZVPD RIJCOSX def2/J DEFGRID3
* xyz -1 1
O -0.247 0.930 0.251
O -0.546 -1.465 -1.092
O -1.296 -1.386 1.702
O 1.651 1.150 -0.913
C 0.893 1.422 0.008
H -0.277 -0.611 -0.671
H -0.378 -1.252 -2.026
H -0.545 -1.608 1.134
H -1.241 -0.414 1.711
H 1.114 2.278 0.706
*
```

For the total energy, the calculation gives -342.1424 Eh. The calculation puts the molar mass at 81.05 g mol⁻¹. For the relative energy (zero: lowest compared OMol25 entry of this formula, charge and spin), the calculation gives 32.11 kJ/mol. As for the HOMO energy: -4.88 eV.

=====

4.
Density functional theory data (ωB97M-V/def2-TZVPD) for a cluster of 2 separate species, CH5O4 in total at a distorted geometry.

Structure (ORCA input):
```
! wB97M-V def2-TZVPD RIJCOSX def2/J DEFGRID3
* xyz 0 2
O 0.098 -0.780 -0.644
O 0.171 0.578 -0.316
O -0.712 1.292 2.856
O -0.651 0.053 2.142
C 0.532 -0.665 -2.010
H 0.546 -1.646 -2.466
H -0.343 0.412 1.289
H -1.022 0.918 3.712
H -0.156 0.029 -2.542
H 1.537 -0.189 -2.022
*
```

For the total energy, the calculation gives -341.7874 Eh. The calculation puts the molar mass at 81.05 g mol⁻¹. For the relative energy (zero: lowest compared OMol25 entry of this formula, charge and spin), the calculation gives 490.52 kJ/mol. As for the HOMO energy (alpha / beta): -9.19 / -9.19 eV.

=====

5.
Density functional theory data (ωB97M-V/def2-TZVPD) for the ion CH5O4PSi with charge -2 at a distorted geometry.

Structure (ORCA input):
```
! wB97M-V def2-TZVPD RIJCOSX def2/J DEFGRID3
* xyz -2 1
P -1.741 0.082 -0.146
Si 0.788 0.878 0.046
O -0.978 0.010 -1.438
O -0.607 1.366 0.621
O -3.129 0.564 -0.378
O -1.731 -0.844 1.041
C 1.168 -1.023 0.036
H 1.573 -1.241 1.053
H 1.201 1.273 -1.246
H 0.119 -1.301 0.123
H 1.596 1.749 1.046
H 1.740 -1.513 -0.759
*
```

For the total energy, the calculation gives -973.0069 Eh. The calculation puts the molar mass at 140.11 g mol⁻¹. For the relative energy (zero: lowest compared OMol25 entry of this formula, charge and spin), the calculation gives 122.93 kJ/mol. As for the HOMO energy: 0.28 eV.

=====

6.
Density functional theory data (ωB97M-V/def2-TZVPD) for the ion CH5O5P2 with charge -1 at a distorted geometry.

Structure (ORCA input):
```
! wB97M-V def2-TZVPD RIJCOSX def2/J DEFGRID3
* xyz -1 1
P 0.090 1.831 -0.229
P 2.801 0.226 -0.056
O 2.099 -0.365 1.124
O -0.439 3.037 -0.869
O 1.486 1.416 -0.796
O 0.443 2.014 1.422
O 2.805 -1.084 -1.064
C -0.923 0.287 0.003
H 0.787 1.152 1.683
H -1.468 0.593 0.913
H -0.190 -0.426 0.326
H 2.125 -1.565 -0.650
H -1.603 -0.029 -0.797
*
```

For the total energy, the calculation gives -1100.2592 Eh. The calculation puts the molar mass at 158.99 g mol⁻¹. As for the SMILES: C[P@@](=O)(O)OP([O-])O. For the relative energy (zero: lowest compared OMol25 entry of this formula, charge and spin), the calculation gives 0.00 kJ/mol. As for the HOMO energy: -4.77 eV.

=====

7.
Density functional theory data (ωB97M-V/def2-TZVPD) for a cluster of 2 separate species, CH5OP in total at a distorted geometry.

Structure (ORCA input):
```
! wB97M-V def2-TZVPD RIJCOSX def2/J DEFGRID3
* xyz 0 1
P -1.259 -0.499 -0.027
O 1.416 -0.808 -0.135
C 0.417 -0.129 0.437
H 0.467 1.610 -0.191
H -1.711 0.650 0.636
H 1.309 -0.950 -1.089
H 0.414 -0.070 1.533
H -1.052 0.196 -1.163
*
```

For the total energy, the calculation gives -457.5351 Eh. The calculation puts the molar mass at 64.02 g mol⁻¹. For the relative energy (zero: lowest compared OMol25 entry of this formula, charge and spin), the calculation gives 383.61 kJ/mol. As for the HOMO energy: -8.45 eV.

=====

8.
Density functional theory data (ωB97M-V/def2-TZVPD) for the molecule CH5OPS at a distorted geometry.

Structure (ORCA input):
```
! wB97M-V def2-TZVPD RIJCOSX def2/J DEFGRID3
* xyz 0 1
S -0.565 -0.766 -0.819
P 1.316 0.088 0.344
O 2.581 0.261 -0.773
C -1.820 -0.012 0.216
H -1.773 -0.601 1.169
H -2.714 -0.176 -0.238
H -1.672 1.147 0.225
H 2.902 1.241 -0.940
H 1.745 -1.182 0.816
*
```

For the total energy, the calculation gives -855.8539 Eh. The calculation puts the molar mass at 96.09 g mol⁻¹. As for the SMILES: CSPO. For the relative energy (zero: lowest compared OMol25 entry of this formula, charge and spin), the calculation gives 122.28 kJ/mol. As for the HOMO energy: -8.70 eV.

=====

9.
Density functional theory data (ωB97M-V/def2-TZVPD) for a cluster of 2 separate species, CH5OS2 in total at a distorted geometry.

Structure (ORCA input):
```
! wB97M-V def2-TZVPD RIJCOSX def2/J DEFGRID3
* xyz -1 1
S -2.601 -1.378 -1.728
S 1.987 0.368 0.428
O 1.826 1.622 1.555
C 0.267 -0.157 0.204
H 0.209 -0.545 -0.806
H 1.179 1.326 2.214
H -0.351 0.743 0.194
H -0.019 -0.851 0.977
H -2.496 -1.128 -3.037
*
```

For the total energy, the calculation gives -912.7148 Eh. The calculation puts the molar mass at 97.18 g mol⁻¹. For the relative energy (zero: lowest compared OMol25 entry of this formula, charge and spin), the calculation gives 91.84 kJ/mol. As for the HOMO energy: -2.65 eV.

=====

10.
Density functional theory data (ωB97M-V/def2-TZVPD) for a cluster of 2 separate species, CH5PS2 in total.

Structure (ORCA input):
```
! wB97M-V def2-TZVPD RIJCOSX def2/J DEFGRID3
* xyz 0 1
S 2.933 0.352 -0.243
S -2.987 -0.488 -0.153
P -1.709 1.136 0.042
C 1.513 -0.301 0.426
H 2.825 -0.195 -1.457
H 1.339 -0.090 1.463
H 0.956 -1.058 -0.081
H -1.445 0.810 1.370
H -3.425 -0.166 -1.366
*
```

For the total energy, the calculation gives -1178.7192 Eh. The calculation puts the molar mass at 112.16 g mol⁻¹. For the relative energy (zero: lowest compared OMol25 entry of this formula, charge and spin), the calculation gives 335.04 kJ/mol. As for the HOMO energy (alpha / beta): -7.32 / -7.72 eV.

=====

11.
Density functional theory data (ωB97M-V/def2-TZVPD) for a cluster of 2 separate species, CH5S2 in total.

Structure (ORCA input):
```
! wB97M-V def2-TZVPD RIJCOSX def2/J DEFGRID3
* xyz -1 1
S -0.208 1.440 0.141
S -0.204 -1.206 -2.639
C -0.025 0.326 1.580
H -0.224 -0.331 -1.565
H 0.872 -0.292 1.579
H 0.751 -0.474 -3.223
H -0.082 0.898 2.511
H -0.879 -0.361 1.615
*
```

For the total energy, the calculation gives -837.4924 Eh. The calculation puts the molar mass at 81.19 g mol⁻¹. For the relative energy (zero: lowest compared OMol25 entry of this formula, charge and spin), the calculation gives 27.04 kJ/mol. As for the HOMO energy: -2.48 eV.

=====

12.
Density functional theory data (ωB97M-V/def2-TZVPD) for a cluster of 2 separate species, CH5S3 in total.

Structure (ORCA input):
```
! wB97M-V def2-TZVPD RIJCOSX def2/J DEFGRID3
* xyz -1 1
S -1.206 0.667 -1.573
S 0.768 1.235 -1.227
S -1.697 -0.308 1.652
C 1.515 -0.094 -0.234
H -2.913 -0.722 1.266
H 2.556 0.209 -0.193
H -1.522 0.214 0.267
H 1.420 -1.054 -0.724
H 1.077 -0.147 0.766
*
```

For the total energy, the calculation gives -1235.7035 Eh. The calculation puts the molar mass at 113.25 g mol⁻¹. For the relative energy (zero: lowest compared OMol25 entry of this formula, charge and spin), the calculation gives 9.55 kJ/mol. As for the HOMO energy: -2.78 eV.

=====

13.
Density functional theory data (ωB97M-V/def2-TZVPD) for a cluster of 2 separate species, CH6BNO in total at a distorted geometry.

Structure (ORCA input):
```
! wB97M-V def2-TZVPD RIJCOSX def2/J DEFGRID3
* xyz 0 1
O -2.039 -0.061 1.249
N -0.340 -0.749 -1.137
C 1.117 0.819 0.466
B -0.128 -0.033 -0.001
H 0.481 -0.927 -1.740
H 0.807 1.812 0.864
H -2.127 -0.956 0.842
H 1.784 0.384 1.242
H 1.698 0.798 -0.394
H -1.253 -1.087 -1.391
*
```

For the total energy, the calculation gives -196.5037 Eh. The calculation puts the molar mass at 58.88 g mol⁻¹. For the relative energy (zero: lowest compared OMol25 entry of this formula, charge and spin), the calculation gives 311.99 kJ/mol. As for the HOMO energy: -9.09 eV.

=====

14.
Density functional theory data (ωB97M-V/def2-TZVPD) for a cluster of 2 separate species, CH6ClN2S in total at a distorted geometry.

Structure (ORCA input):
```
! wB97M-V def2-TZVPD RIJCOSX def2/J DEFGRID3
* xyz 1 1
Cl 1.561 -1.154 -1.678
S 1.379 -1.634 1.228
N 1.376 -0.468 -0.060
N -0.897 0.844 -0.159
C -1.557 1.909 -0.087
H 0.497 0.196 -0.069
H -1.195 2.919 0.198
H -1.459 0.083 -0.392
H -2.491 1.983 -0.624
H 0.359 -2.534 0.955
H 2.427 -2.144 0.687
*
```

For the total energy, the calculation gives -1009.1859 Eh. The calculation puts the molar mass at 113.59 g mol⁻¹. For the relative energy (zero: lowest compared OMol25 entry of this formula, charge and spin), the calculation gives 156.65 kJ/mol. As for the HOMO energy: -14.47 eV.

=====

15.
Density functional theory data (ωB97M-V/def2-TZVPD) for a structure of composition CH6F5K3NO10S3 at a distorted geometry.

Structure (ORCA input):
```
! wB97M-V def2-TZVPD RIJCOSX def2/J DEFGRID3
* xyz 1 1
K -1.842 -5.052 -6.881
K 1.740 4.855 -6.139
K 4.279 -4.051 -0.990
S -0.721 -1.056 -2.205
S 4.835 1.831 0.553
S 3.149 1.485 2.140
F 2.958 2.028 3.662
F 6.428 2.117 0.530
F -0.793 1.634 -2.009
F -0.072 0.981 -3.961
F -2.222 0.850 -3.416
O -1.635 -1.331 3.566
O 2.063 2.207 1.488
O -1.161 -2.033 -3.211
O 4.355 2.799 -0.377
O -1.617 -1.064 -1.027
O 3.092 0.047 2.352
O 0.748 -1.118 -1.870
O -3.951 1.289 1.093
O 4.799 0.459 0.179
O -5.694 -3.250 2.342
N 4.751 2.156 1.995
C -0.978 0.724 -2.995
H -5.727 -3.680 3.197
H -1.816 -1.587 2.662
H -5.176 -2.459 2.492
H -2.320 -0.697 3.777
H -4.140 1.355 2.029
H -3.331 0.563 1.025
*
```

For the total energy, the calculation gives -4342.2525 Eh. The calculation puts the molar mass at 500.54 g mol⁻¹. For the relative energy (zero: lowest compared OMol25 entry of this formula, charge and spin), the calculation gives 675.02 kJ/mol. As for the HOMO energy: -9.42 eV.

=====

16.
Density functional theory data (ωB97M-V/def2-TZVPD) for a cluster of 2 separate species, CH6N2O in total.

Structure (ORCA input):
```
! wB97M-V def2-TZVPD RIJCOSX def2/J DEFGRID3
* xyz 0 1
O 1.624 -1.405 -0.640
N -0.453 0.861 -0.829
N -0.340 0.258 1.342
C -1.055 0.630 0.359
H 1.072 -2.176 -0.472
H -0.792 0.153 2.232
H -0.881 1.119 -1.697
H 1.434 -0.853 0.136
H 0.542 0.749 -0.866
H -2.131 0.726 0.323
*
```

For the total energy, the calculation gives -226.4465 Eh. The calculation puts the molar mass at 62.07 g mol⁻¹. As for the SMILES: [H]/N=C/N.O. For the relative energy (zero: lowest compared OMol25 entry of this formula, charge and spin), the calculation gives 55.39 kJ/mol. As for the HOMO energy: -9.32 eV.

=====

17.
Density functional theory data (ωB97M-V/def2-TZVPD) for a structure of composition CH6N2O at a distorted geometry.

Structure (ORCA input):
```
! wB97M-V def2-TZVPD RIJCOSX def2/J DEFGRID3
* xyz 0 1
O -1.322 -0.859 -1.649
N 0.618 -0.692 1.013
N 0.148 0.965 -0.431
C 0.720 0.592 0.607
H 1.152 1.296 1.328
H -0.694 0.027 -1.002
H 0.242 -0.592 2.009
H -0.278 1.905 -0.216
H -0.013 -1.214 0.381
H -0.572 -1.428 -2.040
*
```

For the total energy, the calculation gives -226.3837 Eh. The calculation puts the molar mass at 62.07 g mol⁻¹. For the relative energy (zero: lowest compared OMol25 entry of this formula, charge and spin), the calculation gives 220.07 kJ/mol. As for the HOMO energy: -9.24 eV.

=====

18.
Density functional theory data (ωB97M-V/def2-TZVPD) for a structure of composition CH6N2O at a distorted geometry.

Structure (ORCA input):
```
! wB97M-V def2-TZVPD RIJCOSX def2/J DEFGRID3
* xyz 0 1
O 0.074 -1.001 2.359
N 0.142 0.084 0.979
N -0.470 -0.785 -1.549
C 0.549 1.251 1.193
H 0.824 1.553 2.192
H 0.630 1.964 0.378
H 0.331 -0.627 -2.148
H -1.269 -0.300 -1.940
H -0.144 -0.360 0.081
H -0.666 -1.778 -1.544
*
```

For the total energy, the calculation gives -226.2867 Eh. The calculation puts the molar mass at 62.07 g mol⁻¹. For the relative energy (zero: lowest compared OMol25 entry of this formula, charge and spin), the calculation gives 474.90 kJ/mol. As for the HOMO energy: -8.38 eV.

=====

19.
Density functional theory data (ωB97M-V/def2-TZVPD) for a cluster of 2 separate species, CH6N2O in total at a distorted geometry.

Structure (ORCA input):
```
! wB97M-V def2-TZVPD RIJCOSX def2/J DEFGRID3
* xyz 1 2
O -2.660 1.550 -2.481
N 1.124 0.277 0.482
N 0.478 -1.560 1.587
C 1.480 -0.973 1.004
H 1.749 0.685 -0.153
H 2.602 -0.951 1.052
H 0.084 0.409 0.447
H -3.267 1.958 -1.974
H 0.396 -2.367 2.036
H -1.984 0.972 -2.001
*
```

For the total energy, the calculation gives -226.0506 Eh. The calculation puts the molar mass at 62.07 g mol⁻¹. For the relative energy (zero: lowest compared OMol25 entry of this formula, charge and spin), the calculation gives 147.89 kJ/mol. As for the HOMO energy (alpha / beta): -14.32 / -14.32 eV.

=====

20.
Density functional theory data (ωB97M-V/def2-TZVPD) for a cluster of 2 separate species, CH6N2P in total at a distorted geometry.

Structure (ORCA input):
```
! wB97M-V def2-TZVPD RIJCOSX def2/J DEFGRID3
* xyz 1 1
P 1.445 -0.004 -1.901
N -1.455 0.194 1.627
N 0.173 0.590 -1.225
C -0.602 -0.376 0.905
H -1.446 1.229 1.438
H -1.901 -0.153 2.581
H -0.282 -1.353 1.105
H 0.166 0.875 -0.202
H 1.073 -1.046 -2.914
H 2.830 0.044 -1.414
*
```

For the total energy, the calculation gives -492.1060 Eh. The calculation puts the molar mass at 77.05 g mol⁻¹. For the relative energy (zero: lowest compared OMol25 entry of this formula, charge and spin), the calculation gives 506.38 kJ/mol. As for the HOMO energy (alpha / beta): -12.97 / -12.98 eV.